Entry from OMol25: the molecule C28H37BO3 at a distorted geometry (the ωB97M-V functional and the def2-TZVPD basis).

Structure (XYZ):
```
69
Properties=species:S:1:pos:R:3:mulliken_charge:R:1
C 4.413 -2.195 2.507 -1.0013
C 5.870 -1.929 1.832 -0.4321
C 5.806 -0.423 1.211 -0.4436
C 6.303 -0.433 -0.323 -0.7250
C 4.987 -0.229 -1.256 -0.6541
C 4.619 1.335 -1.464 -0.5734
C 3.109 1.674 -1.012 -0.4569
C 2.279 2.318 -2.246 -0.6806
C 1.569 3.675 -1.741 -0.7642
C 0.027 3.432 -1.352 -0.6563
C -0.284 3.904 0.180 -0.6155
C -1.760 3.366 0.522 -0.4838
C -1.822 2.257 1.687 -0.8159
C -2.671 0.960 1.226 0.5274
C -1.975 -0.447 1.115 -1.1243
C -2.763 -1.690 0.659 0.3888
C -4.285 -1.631 0.269 0.3610
C -4.972 -0.254 0.380 -0.8681
C -4.186 1.012 0.867 0.6287
B -5.066 2.389 0.968 0.4321
C -5.357 3.005 2.440 -0.8632
O -5.518 3.010 -0.265 -0.6140
C -5.032 -2.966 -0.235 0.3560
O -6.287 -3.081 -0.174 -0.5626
C -4.066 -4.091 -0.835 0.2883
C -4.551 -5.178 -1.847 -0.5843
C -3.609 -6.276 -2.407 -0.4336
C -2.106 -6.287 -1.991 -0.3416
C -1.578 -5.209 -1.023 -0.4947
C -2.555 -4.149 -0.450 0.3226
C -1.955 -3.067 0.559 0.2254
O -0.894 -3.294 1.193 -0.5812
H 3.665 -2.181 1.637 0.2110
H 4.187 -1.266 3.150 0.2563
H 4.367 -3.164 3.103 0.3449
H 6.015 -2.722 1.023 0.2589
H 6.729 -2.048 2.576 0.3189
H 6.395 0.313 1.861 0.3553
H 4.720 -0.028 1.200 0.1527
H 7.053 0.393 -0.575 0.3596
H 6.789 -1.445 -0.567 0.3444
H 5.226 -0.725 -2.270 0.3774
H 4.128 -0.793 -0.732 0.2244
H 4.773 1.552 -2.577 0.3392
H 5.328 2.021 -0.880 0.2821
H 2.581 0.690 -0.724 0.1029
H 3.105 2.319 -0.068 0.3359
H 1.461 1.576 -2.587 0.2967
H 2.963 2.582 -3.125 0.3998
H 1.647 4.447 -2.580 0.3866
H 2.123 4.077 -0.829 0.4120
H -0.295 2.329 -1.400 0.3429
H -0.642 4.002 -2.099 0.2566
H -0.346 5.058 0.121 0.2382
H 0.528 3.585 0.913 0.3263
H -2.256 2.892 -0.405 0.4220
H -2.384 4.267 0.861 0.2771
H -2.380 2.685 2.590 0.2075
H -0.788 1.909 2.043 0.4428
H -0.865 -0.491 1.366 0.2814
H -6.077 -0.145 0.101 0.2986
H -5.440 4.151 2.434 0.2694
H -4.484 2.687 3.118 0.2536
H -6.330 2.510 2.816 0.2678
H -5.712 3.966 -0.099 0.2984
H -5.632 -5.177 -2.195 0.3326
H -3.958 -7.094 -3.124 0.3195
H -1.387 -7.079 -2.404 0.3090
H -0.499 -5.163 -0.669 0.3372
```

Results
Orbital gap (eV): 7.644
SMILES: CCCCCCCCCCCCCc1cc2c(cc1B(C)O)C(=O)c1ccccc1C2=O
Multiplicity: 1
M (g mol⁻¹): 432.41
Largest force on an atom (eV Å⁻¹): 4.633
LUMO energy (eV): -1.25
HOMO (eV): -8.891

Entry from OMol25: a structure of composition C33H40CoN6OS (the ωB97M-V functional and the def2-TZVPD basis).

Structure (XYZ):
```
82
Properties=species:S:1:pos:R:3:lowdin_spin:R:1
Co 0.081 0.009 2.159 0.9603
C -3.660 -0.204 0.801 0.0001
C -3.105 -1.211 1.805 0.0005
C -2.018 -2.102 1.216 0.0027
N -0.651 -1.587 1.275 0.0081
C 0.270 -2.379 0.751 -0.0009
C -0.042 -3.584 0.077 -0.0021
C 0.734 -4.403 -0.728 -0.0014
C 2.078 -4.313 -1.062 -0.0031
C 3.002 -3.440 -0.511 -0.0015
C 2.825 -2.470 0.466 -0.0032
C 1.655 -1.941 1.054 -0.0019
N 1.682 -0.974 1.949 -0.0084
C 2.979 -0.519 2.420 -0.0002
C 2.896 0.680 3.356 -0.0010
C 1.845 0.492 4.445 -0.0026
N 0.549 0.705 3.837 -0.0165
C -0.438 1.269 4.521 0.0029
C -0.433 1.349 5.924 0.0121
C -1.271 2.045 6.782 0.0007
C -2.282 2.938 6.481 0.0164
C -2.726 3.295 5.213 0.0014
C -2.391 2.800 3.969 0.0171
C -1.491 1.768 3.608 -0.0020
N -1.388 1.235 2.406 -0.0112
C -2.172 1.786 1.305 -0.0010
C -2.609 0.763 0.263 -0.0001
H -4.464 0.366 1.278 0.0000
H -4.098 -0.751 -0.040 0.0000
H -3.924 -1.857 2.132 0.0000
H -2.719 -0.704 2.687 0.0005
H -2.287 -2.322 0.173 0.0003
H -2.039 -3.054 1.762 0.0001
H -1.068 -3.910 0.149 -0.0001
H 0.196 -5.225 -1.187 0.0000
H 2.448 -5.024 -1.792 -0.0002
H 4.023 -3.543 -0.864 0.0000
H 3.751 -2.019 0.789 -0.0002
H 3.620 -0.225 1.580 -0.0001
H 3.470 -1.345 2.952 0.0000
H 2.625 1.574 2.790 -0.0002
H 3.884 0.844 3.792 -0.0001
H 2.017 1.224 5.240 -0.0006
H 1.932 -0.512 4.880 -0.0003
H 0.332 0.756 6.408 0.0011
H -1.067 1.902 7.838 -0.0004
H -2.759 3.427 7.322 0.0010
H -3.482 4.074 5.198 -0.0004
H -2.917 3.280 3.158 0.0011
H -1.565 2.552 0.811 -0.0001
H -3.083 2.267 1.666 -0.0004
H -1.741 0.218 -0.109 0.0001
H -3.034 1.321 -0.576 0.0000
C 1.561 -2.071 -5.349 0.0000
C 0.783 -1.739 -4.077 0.0000
C 1.684 -1.010 -3.079 0.0000
N 0.966 -0.311 -2.007 -0.0001
C 1.193 0.941 -1.584 0.0053
S 0.875 1.430 0.006 0.0255
N 1.700 1.917 -2.397 0.0019
C 1.778 2.142 -3.795 0.0006
O 2.800 2.616 -4.228 0.0001
C 0.557 1.976 -4.597 0.0001
C -0.716 1.883 -4.032 0.0000
C -1.832 1.842 -4.849 0.0000
C -1.699 1.886 -6.229 0.0000
C -0.434 1.989 -6.798 0.0000
C 0.682 2.046 -5.988 0.0000
H 0.921 -2.560 -6.084 0.0000
H 2.398 -2.736 -5.125 0.0000
H 1.955 -1.161 -5.800 0.0000
H 0.404 -2.658 -3.623 0.0000
H -0.071 -1.112 -4.324 0.0000
H 2.313 -0.295 -3.604 0.0000
H 2.340 -1.744 -2.611 0.0000
H 0.607 -0.915 -1.281 0.0000
H 2.144 2.655 -1.870 0.0006
H -0.833 1.860 -2.956 0.0000
H -2.818 1.782 -4.405 0.0000
H -2.577 1.851 -6.860 0.0000
H -0.325 2.037 -7.873 0.0000
H 1.675 2.142 -6.407 0.0000
```

Results
Orbital gap (spin up / spin down) (eV): 6.211 / 6.152
Multiplicity: 2
M (g mol⁻¹): 627.72
Largest force on an atom (eV Å⁻¹): 0.978
LUMO energy (spin up / spin down) (eV): -0.30 / -0.29
HOMO (spin up / spin down) (eV): -6.506 / -6.446

Entry from OMol25: the molecule C17H19NO4 at a distorted geometry (the ωB97M-V functional and the def2-TZVPD basis).

Structure (XYZ):
```
41
Properties=species:S:1:pos:R:3:mulliken_charge:R:1
O 0.717 3.651 -2.769 -0.5122
C 0.960 3.575 -1.594 -0.1972
N 0.842 2.379 -0.802 0.2634
C 0.826 2.519 0.654 -0.8037
C 1.269 1.331 1.403 -1.2144
C 0.900 -0.040 0.752 1.5774
C 1.672 -1.175 1.464 -1.5530
C 1.815 -2.427 0.621 0.3387
O 2.570 -3.249 1.041 -0.5970
C 0.967 -2.581 -0.569 -0.6113
C 1.288 -1.304 -1.483 -1.4218
C 1.228 0.043 -0.734 -0.0233
C 0.434 1.132 -1.413 -0.2669
C -1.099 1.028 -1.315 -1.4445
C -1.566 -0.224 -0.534 0.7077
C -3.094 -0.336 -0.339 0.2189
O -3.821 0.311 -1.174 -0.6339
C -3.710 -1.315 0.531 -0.7288
C -2.879 -1.925 1.463 -0.5461
C -1.440 -1.424 1.587 0.2736
O -0.875 -1.985 2.551 -0.5998
C -0.739 -0.236 0.900 -0.3869
H 1.333 4.501 -1.239 0.4379
H -0.077 2.947 1.030 0.3257
H 1.550 3.265 0.945 0.5249
H 0.981 1.368 2.405 0.3603
H 2.429 1.499 1.461 0.5344
H 2.759 -0.805 1.592 0.4512
H 1.248 -1.403 2.439 0.4194
H -0.127 -2.658 -0.371 0.1782
H 1.163 -3.459 -1.145 0.5309
H 2.305 -1.610 -1.846 0.3252
H 0.659 -1.266 -2.294 0.4777
H 2.332 0.392 -0.803 0.7716
H 0.584 1.030 -2.534 0.3735
H -1.431 1.891 -0.667 0.2794
H -1.568 1.138 -2.250 0.3222
H -1.366 -1.159 -1.117 0.2464
H -4.734 -1.466 0.549 0.5112
H -3.294 -2.642 2.196 0.4320
H -1.009 0.688 1.407 0.6594
```

Results
Orbital gap (eV): 8.277
SMILES: O=CN1CC[C@]23CC(=O)CC[C@H]2[C@H]1C[C@@H]1C(=O)C=CC(=O)[C@H]13
Multiplicity: 1
M (g mol⁻¹): 301.34
Largest force on an atom (eV Å⁻¹): 5.599
LUMO energy (eV): -1.16
HOMO (eV): -9.439
Relative energy (zero: lowest compared OMol25 entry of this formula, charge and spin) (kcal/mol): 116.1